1.
Below is a molecular structure, C18H39BrN4NbO at a distorted geometry, with properties calculated with wB97M-V/def2-TZVPD.

```
! RIJCOSX wB97M-V def2-TZVPD def2/J DEFGRID3
* xyz -1 1
H 2.30 -0.24 -0.28
H -4.22 -3.49 -3.32
N 2.98 0.89 -2.86
H -0.73 2.65 0.83
H 3.31 -0.29 -4.50
H 1.11 8.47 3.09
H 0.05 -0.34 -2.32
H -2.70 -4.19 -2.73
H 1.26 9.00 0.07
H -4.93 -4.61 0.27
H -1.92 -0.14 -0.47
C -1.25 -3.40 2.07
H 2.06 2.82 -0.36
H -3.14 -3.16 -0.48
H 2.29 1.06 -2.14
H 0.19 -4.45 4.94
H 0.05 -5.73 2.15
H 0.30 9.93 1.22
H -0.79 -6.36 3.58
H 2.06 9.98 1.29
H 2.00 -2.32 -3.30
C 0.08 -5.80 3.24
H 0.36 7.49 1.85
C 1.20 9.33 1.10
H 1.62 -0.23 -4.10
C -1.16 -3.60 3.51
C -0.84 0.00 -0.46
C -4.63 -4.64 -0.78
C 0.06 2.16 0.25
N -1.26 -3.16 0.95
C 2.64 6.72 0.61
C 0.11 -4.40 3.85
H 3.67 -1.96 -2.87
C 2.62 -0.29 -3.65
H 0.56 1.46 0.93
H -0.69 -1.80 -1.66
N -6.79 -5.17 -2.16
H -2.87 -2.45 -2.83
H -2.06 -4.12 3.85
C -0.09 -0.92 -1.41
C 1.21 8.14 2.05
C 2.49 7.31 1.94
C 1.02 3.15 -0.36
H 0.98 -6.36 3.50
C 2.66 -1.57 -2.84
H -3.94 -5.48 -0.90
Nb 1.84 -1.87 -0.75
H 2.51 6.50 2.66
O -0.56 1.37 -0.76
H 3.62 -2.13 -0.30
H -1.14 -2.61 3.98
H 0.75 3.32 -1.41
H 3.37 7.93 2.12
C -5.83 -4.94 -1.56
H 0.97 -3.85 3.48
C -3.41 -3.37 -2.59
H -0.52 -0.15 0.58
H -4.65 -2.51 -1.09
C -3.94 -3.33 -1.20
H 0.98 4.11 0.14
H 3.02 1.72 -3.45
N 2.73 6.21 -0.42
Br 1.44 -4.44 -0.89
H 1.60 -1.86 1.10
*
```

E (a.u.): -3634.362753
Strongest force on any atom (eV Å⁻¹): 2.767
Kohn-Sham gap (eV): 6.835
LUMO level (Eh): 0.081

***

2.
Below is 4 unconnected molecules or ions with the total composition C18H39FO6P at a distorted geometry, with properties calculated with wB97M-V/def2-TZVPD.

```
! RIJCOSX wB97M-V def2-TZVPD def2/J DEFGRID3
* xyz -1 1
C 1.85 1.03 2.61
C -6.26 2.34 3.51
H 2.86 3.13 2.76
C 0.69 -0.16 -3.34
H -2.21 -1.18 1.03
H -1.33 4.06 0.42
H 5.86 -4.19 1.05
H 1.61 0.52 -3.10
C -0.49 4.49 1.13
H -5.37 0.88 5.43
H -5.68 0.12 1.95
O -4.63 1.27 4.93
H -7.09 1.94 4.10
C -0.05 -1.08 0.29
C -0.23 3.41 2.34
H 1.68 0.07 -8.68
H -0.55 -2.11 -6.94
H 0.49 4.80 0.55
H 3.05 -2.37 2.30
H 1.96 2.55 4.32
H -6.17 -0.44 3.57
H -0.95 5.46 1.64
H 2.59 0.65 1.75
C 0.35 -1.24 -2.11
C 4.93 -2.88 2.51
H 0.78 -0.75 -4.37
C 2.69 2.17 3.44
H -4.50 -0.61 3.06
H 5.85 -2.36 2.78
P 0.25 1.65 1.77
H 5.43 -4.72 3.55
C 1.29 -0.61 -7.92
C -0.17 -0.31 -7.62
C -1.15 -0.95 1.53
H -0.27 0.71 -7.23
H 3.69 1.71 3.84
H -1.24 3.31 2.95
H 4.54 -3.54 4.54
H 1.42 -1.64 -8.27
C -5.05 1.42 3.57
O 1.20 -1.42 0.62
C -1.03 -0.47 -8.86
H -6.59 2.48 2.48
H 0.54 3.92 3.08
F -2.42 1.23 1.44
O -0.55 -0.77 -1.05
H -1.01 -1.79 2.36
C 4.64 -3.97 3.53
H -6.01 3.32 3.94
O 0.89 -2.46 -2.22
H 4.11 -3.94 0.80
O 3.87 -1.92 2.54
H 5.24 -2.66 0.38
H 1.90 -0.50 -7.01
O -0.64 -1.20 -6.61
H -2.08 -0.26 -8.63
H -0.71 0.22 -9.65
H -0.99 -1.49 -9.24
C 5.05 -3.45 1.11
H -0.29 0.52 -3.41
H 3.69 -4.47 3.31
H -4.22 1.86 3.02
H 1.59 0.07 3.26
C -5.37 0.04 3.00
C -1.27 0.56 2.16
*
```

E (a.u.): -1601.662256
Strongest force on any atom (eV Å⁻¹): 8.462
Kohn-Sham gap (eV): 4.365
LUMO level (Eh): 0.086

***

3.
Below is 3 unconnected molecules or ions with the total composition C18H39I2O7P at a distorted geometry, with properties calculated with wB97M-V/def2-TZVPD.

```
! RIJCOSX wB97M-V def2-TZVPD def2/J DEFGRID3
* xyz 0 1
C 2.31 3.17 3.15
H 1.08 0.98 -0.63
H -1.84 4.41 2.76
C 2.99 1.86 -0.29
H -2.48 -1.21 -0.61
H 2.20 -1.14 -4.27
H 3.09 1.22 0.60
H 2.31 0.37 -1.73
I 1.88 0.31 4.46
C -2.12 0.71 2.84
H -5.41 -6.28 1.07
C 1.95 1.27 -1.23
C 4.54 2.00 3.92
H -1.08 0.34 2.58
H 4.93 1.51 2.97
H -4.98 -1.36 -0.17
H 5.28 2.66 0.72
O 3.40 0.48 -3.82
H -6.55 -5.43 0.02
H -0.24 -3.76 0.29
C -2.33 2.28 3.33
H -2.86 -3.85 -1.86
P 0.39 3.24 2.88
O 1.45 2.22 -2.18
O 4.26 1.92 -0.92
I 3.43 4.94 2.49
C 2.96 2.07 3.74
C 2.49 1.48 -4.28
C 5.10 2.89 -0.33
H 0.17 3.75 4.19
H -3.86 -3.64 -3.29
H -2.76 -0.09 3.33
H -3.40 2.58 3.71
C -2.94 -1.89 0.11
H 1.88 3.44 -3.72
C 3.20 -0.76 -4.47
H 0.34 1.87 2.47
H -5.81 -4.67 -2.02
C -5.64 -6.03 0.04
H -1.69 3.16 1.33
H 3.36 -0.66 -5.55
H 5.00 3.02 4.04
H 2.67 2.86 0.03
H 4.86 1.34 4.78
H -4.48 -5.78 -2.48
C -1.46 3.40 2.41
C -4.76 -4.92 -1.85
H 3.30 2.91 -2.85
H 1.51 1.04 -4.49
H -2.98 -1.40 1.09
O -2.16 -3.07 0.26
O -4.44 -2.48 -1.75
H 6.06 2.88 -0.86
H -0.53 -2.40 -0.82
H -4.78 -3.06 0.23
H 0.67 4.22 1.84
C 2.34 2.57 -3.24
H 2.90 1.90 -5.20
C -3.89 -3.72 -2.20
H -5.79 -6.96 -0.53
O -1.50 1.36 4.16
H -0.46 -2.12 0.96
C -4.35 -2.24 -0.35
C -0.78 -2.81 0.17
H 3.92 -1.47 -4.07
H 4.66 3.89 -0.43
O -4.55 -5.30 -0.49
*
```

E (a.u.): -2172.280526
Strongest force on any atom (eV Å⁻¹): 5.104
SMILES: C/C(I)=C(\I)[PH3]C[C@H]1CO1.COCCOCCOC.COCCOCCOC
Kohn-Sham gap (eV): 8.439
LUMO level (Eh): -0.012

***

4.
Below is a molecular structure, C18H39NO2 at a distorted geometry, with properties calculated with wB97M-V/def2-TZVPD.

```
! RIJCOSX wB97M-V def2-TZVPD def2/J DEFGRID3
* xyz 0 1
H -4.35 1.45 0.52
C -0.85 -0.24 4.30
H 2.49 -1.85 -1.06
H -2.77 1.59 -1.55
H -2.44 1.34 4.41
H 1.36 -0.99 0.86
H 2.49 -1.19 2.26
C -4.20 0.09 2.05
C 3.77 -0.26 -1.35
H -4.62 0.88 2.73
C 2.58 -1.11 -1.56
H -2.47 -1.41 2.41
H 4.63 -0.78 -1.65
H 0.93 -1.48 3.79
H -0.13 -1.26 2.56
O 0.05 1.62 -3.12
H -2.28 -1.18 -3.57
H 0.52 0.78 1.99
C -2.83 -0.63 3.00
H -4.82 -0.59 1.72
H -0.76 0.43 -4.27
C 3.93 -0.26 0.03
H -1.54 1.16 2.89
C 2.95 0.59 0.85
H 3.70 0.21 -4.19
C -1.78 0.46 3.73
H 1.62 -0.40 -1.55
C -2.82 -0.06 -0.10
C 2.52 -1.51 -3.10
C -1.43 0.19 -2.33
H -0.77 -0.70 -1.87
C -3.46 0.97 1.03
H 3.56 -1.97 -3.27
H 2.21 1.26 0.30
H 3.45 1.03 1.81
N -2.61 -0.70 -2.74
C 2.65 -0.26 -4.13
H -0.39 1.13 -0.06
H 2.57 -0.68 -5.11
H -0.07 0.55 4.95
H -2.18 -0.48 0.33
H 1.69 -2.17 -3.45
H -2.84 1.61 1.23
H 3.73 0.71 -1.73
H 1.55 0.82 3.18
H -3.47 -0.47 -0.64
H 4.30 -1.19 0.59
H 0.09 1.99 -2.02
H -3.33 -1.05 3.98
H 1.83 0.68 -3.82
O -1.03 1.57 -0.41
C -1.02 0.95 -3.33
C -2.10 1.00 -1.19
H -3.33 -0.40 -3.10
H 5.16 0.47 0.23
C 2.03 -0.30 1.48
H -1.69 1.81 -3.80
H -1.26 -0.85 4.97
C 1.07 0.06 2.57
C 0.26 -0.95 3.30
*
```

Relative energy (zero: lowest compared OMol25 entry of this formula, charge and spin) (kcal/mol): 473.7
E (a.u.): -913.743448
Strongest force on any atom (eV Å⁻¹): 16.055
Kohn-Sham gap (eV): 10.093
LUMO level (Eh): 0.030

***

5.
Below is a molecular structure, C18H40AlBClNO6PS at a distorted geometry, with properties calculated with wB97M-V/def2-TZVPD.

```
! RIJCOSX wB97M-V def2-TZVPD def2/J DEFGRID3
* xyz -1 1
H -1.35 4.12 -0.86
H 3.71 -0.76 0.40
H -5.87 -0.72 -1.01
H -3.93 3.10 -1.21
H 3.47 -2.45 -3.35
C 3.56 -3.10 -1.14
H -7.14 -0.33 0.43
H -1.31 -2.77 -1.25
C -6.02 1.52 -0.49
H 3.50 -3.51 1.48
C 2.71 -0.22 0.77
H -1.12 0.83 4.14
C 4.10 0.66 -2.81
H 1.13 -2.77 2.35
C 3.74 1.72 -1.61
H 1.57 -4.61 2.88
H 0.30 -4.30 1.50
H 3.89 -4.15 -1.60
C 4.63 -0.80 -2.24
H 5.18 -0.71 -1.21
H 0.48 0.45 2.35
H 1.96 -1.06 1.05
H -2.77 0.09 1.94
H 3.70 -0.15 2.67
C -0.08 1.50 2.23
C -0.31 1.96 0.68
C -6.09 -0.06 -0.04
H -3.67 2.26 -2.91
N 3.11 0.49 2.08
O 2.30 -3.35 -0.38
O 0.45 0.80 -1.58
C -0.79 -1.74 -1.53
H -3.13 -0.01 -1.87
P -1.26 3.66 0.52
H 3.13 0.52 -3.46
Cl -1.67 3.23 4.02
O -0.83 -1.42 1.11
Al 2.03 1.15 -0.60
H 4.39 -2.77 -0.37
C -2.98 0.95 -1.17
H 0.70 2.28 2.68
C -4.05 2.07 -1.80
H -3.42 1.86 2.03
H -2.53 3.66 1.19
H -3.48 0.76 3.56
C -0.61 0.87 -0.51
H -3.36 0.75 -0.09
S -0.03 4.96 1.39
C -1.37 1.55 3.22
H 4.66 1.79 -0.87
H 3.61 1.39 1.87
C 1.30 -3.88 1.99
H 2.41 -1.33 -2.19
C -2.80 1.05 2.62
C 3.43 -1.93 -2.28
O 1.07 2.48 0.38
H -1.13 -2.37 0.92
O -5.43 1.58 -1.85
H 0.31 -1.93 -1.96
H -7.04 2.11 -0.38
B -0.76 -0.73 -0.19
H 3.55 2.78 -2.07
H -5.22 2.03 0.24
O -1.66 1.57 -1.28
H 5.46 -1.17 -3.02
H -5.18 -0.29 0.70
H 4.93 1.17 -3.48
H 2.77 -5.14 0.74
C 2.58 -3.98 0.92
H -1.42 -1.25 -2.39
*
```

Relative energy (zero: lowest compared OMol25 entry of this formula, charge and spin) (kcal/mol): 164.8
E (a.u.): -2682.890838
Strongest force on any atom (eV Å⁻¹): 4.043
Kohn-Sham gap (eV): 7.055
LUMO level (Eh): 0.088

***

6.
Below is 3 unconnected molecules or ions with the total composition C18H40ClN2 at a distorted geometry, with properties calculated with wB97M-V/def2-TZVPD.

```
! RIJCOSX wB97M-V def2-TZVPD def2/J DEFGRID3
* xyz 1 1
C -8.49 -0.51 -5.60
H -11.95 -10.52 -6.32
C -12.58 -6.30 -6.12
H -7.82 -1.15 -7.48
H -11.39 -4.25 -8.73
H -12.60 -5.82 -3.96
C -13.09 -5.52 -4.88
C -10.51 -7.93 -7.55
H -10.60 -2.70 -5.84
N -11.73 -8.55 -6.89
H -10.89 -9.62 -5.20
H -10.76 -7.14 -8.27
H -8.77 0.50 -5.92
C -8.52 -1.54 -6.74
H -12.54 -3.42 -6.91
H -11.42 -7.63 -5.01
H -5.94 0.00 -6.95
H -13.64 -9.31 -7.34
H -9.08 -10.48 -6.54
H -15.17 -5.49 -5.62
H -6.63 -1.34 -4.68
H -11.33 -1.10 -5.98
H -11.69 -5.74 -6.46
H -13.25 -6.20 -6.98
C -11.30 -3.17 -8.67
H -10.20 0.47 -7.42
H -14.99 -5.09 -3.94
C -14.61 -5.76 -4.72
H -11.65 -2.84 -9.65
C -12.04 -2.60 -7.42
H -5.12 0.37 -5.39
C -11.14 -9.81 -6.23
H -12.94 -4.46 -5.07
C -12.81 -8.83 -7.87
C -10.97 -1.95 -6.55
C -9.84 -2.77 -8.44
H -8.39 -2.55 -6.36
C -6.06 0.39 -5.94
C -9.96 -10.22 -7.12
Cl -9.34 -5.22 -5.06
H -13.16 -7.87 -8.23
H -6.41 1.43 -5.95
H -13.09 -8.24 -5.29
N -9.87 -1.60 -7.48
H -12.85 -1.99 -7.82
H -7.19 0.12 -4.14
H -9.25 -2.45 -9.30
H -14.79 -6.77 -4.34
H -9.98 -7.53 -6.68
H -9.20 -0.82 -4.83
C -12.24 -7.71 -5.73
C -7.04 -0.41 -5.08
H -10.18 -11.13 -7.68
H -8.64 -8.80 -8.01
H -9.31 -3.59 -7.96
C -10.13 -0.31 -8.18
H -12.51 -9.60 -8.57
H -9.97 -9.26 -9.15
H -11.09 -0.37 -8.67
H -9.26 -0.08 -8.78
C -9.69 -9.08 -8.11
*
```

Relative energy (zero: lowest compared OMol25 entry of this formula, charge and spin) (kcal/mol): 6.2
E (a.u.): -1279.293019
Strongest force on any atom (eV Å⁻¹): 1.862
Kohn-Sham gap (eV): 8.193
LUMO level (Eh): -0.073